[1]
ORCA calculation (ωB97M-V with the def2-TZVPD basis set) on a molecular structure, C29H54N6O6 at a distorted geometry.

Geometry (Å):
1 C -5.529 3.570 3.746
2 C -5.058 3.384 2.279
3 C -4.221 2.095 2.295
4 N -3.324 1.987 0.977
5 C -4.086 1.613 -0.379
6 H -4.929 1.190 0.106
7 C -4.205 2.961 -0.995
8 O -5.288 2.417 -2.139
9 H -4.744 1.849 -2.728
10 C -3.158 3.655 -1.499
11 N -2.110 2.699 -1.829
12 C -2.150 1.618 -2.877
13 O -3.123 1.312 -3.581
14 C -0.748 1.339 -3.094
15 N 0.018 2.237 -2.525
16 C -0.615 3.209 -1.676
17 O -0.318 4.188 -1.115
18 C 1.559 2.639 -2.578
19 N 2.166 1.640 -1.876
20 C 2.876 0.597 -2.410
21 O 2.671 0.154 -3.730
22 N 3.711 -0.143 -1.399
23 C 3.591 0.493 -0.254
24 O 4.300 0.202 0.768
25 C 2.581 1.544 -0.547
26 C 3.555 3.053 -0.309
27 H 4.452 3.192 -1.249
28 H 2.897 3.845 -0.189
29 H 4.276 2.960 0.690
30 C 1.631 1.812 0.470
31 H 0.916 0.774 0.333
32 H 1.983 1.586 1.376
33 H 0.958 2.635 0.404
34 C 4.157 -1.427 -1.977
35 H 4.198 -1.516 -3.000
36 H 4.978 -1.603 -1.256
37 C 3.036 -2.625 -1.407
38 O 1.935 -1.867 -1.125
39 H 1.378 -2.542 -0.543
40 H 3.265 -3.475 -1.794
41 C 3.571 -2.751 0.165
42 N 2.564 -3.548 0.984
43 C 2.412 -5.029 0.449
44 H 3.179 -5.540 0.912
45 H 2.540 -5.247 -0.598
46 C 0.828 -5.487 0.640
47 C -0.175 -4.741 -0.099
48 H 0.018 -4.663 -1.202
49 H -0.384 -3.936 0.338
50 H -1.044 -5.448 0.208
51 H 0.643 -5.642 1.790
52 H 0.888 -6.683 0.387
53 C 2.008 -3.213 2.136
54 C 3.353 -3.604 3.107
55 C 3.088 -3.048 4.538
56 H 3.883 -3.473 5.402
57 H 3.132 -2.173 4.458
58 H 2.209 -3.572 4.956
59 H 3.269 -4.846 3.217
60 H 4.319 -3.118 2.913
61 H 2.126 -2.136 2.112
62 H 1.265 -3.532 2.547
63 H 4.348 -3.591 0.065
64 H 3.943 -2.049 0.752
65 H 1.779 2.627 -3.719
66 H 1.659 3.673 -2.235
67 C -0.485 0.006 -2.659
68 H 0.394 -0.407 -2.652
69 H -0.539 -0.082 -1.541
70 H -1.180 -0.457 -2.779
71 C -0.459 1.415 -4.514
72 H -0.422 2.487 -5.024
73 H 0.613 0.844 -4.884
74 H -1.368 0.576 -5.106
75 H -2.706 4.216 -0.731
76 H -3.580 4.366 -2.249
77 H -4.998 3.456 -0.376
78 H -3.593 0.881 -0.789
79 C -2.351 1.165 1.085
80 H -1.399 1.760 1.953
81 C -2.166 -0.311 1.574
82 C -0.948 -0.948 1.513
83 H -0.124 -0.434 2.422
84 H -1.011 -1.921 1.910
85 H -0.695 -1.056 0.637
86 H -2.824 -0.500 2.563
87 H -2.995 -0.842 0.788
88 H -1.411 1.330 -0.074
89 H -3.174 2.267 3.108
90 H -4.531 1.096 2.440
91 H -5.749 3.411 1.558
92 H -4.286 4.236 1.998
93 H -6.163 4.403 3.696
94 H -4.681 3.653 4.508
95 H -6.075 2.911 4.037

HOMO level: -7.3 eV
Frontier orbital gap: 7.8 eV
Energy relative to the best compared isomer or geometry (same formula, charge and spin): 767.62 kcal/mol
Molar mass: 582.79 g/mol
Strongest force on any atom: 17.759 eV/Å
LUMO: 0.51 eV
Multiplicity: 1

[2]
ORCA calculation (ωB97M-V with the def2-TZVPD basis set) on a molecular structure, C24H29Cl2MoN4O3PS4.

Geometry (Å):
1 Mo -0.277 -1.710 1.386
2 C -2.493 0.575 0.862
3 N -2.331 -0.879 0.608
4 C -2.300 -1.088 -0.872
5 C -0.913 -0.888 -1.455
6 N 0.017 -1.894 -0.893
7 C -0.261 -3.229 -1.492
8 C 1.429 -1.627 -1.183
9 C 1.848 -1.075 -2.382
10 C 3.202 -1.011 -2.674
11 C 4.130 -1.521 -1.776
12 C 3.707 -2.066 -0.574
13 C 2.353 -2.113 -0.263
14 S 1.811 -2.781 1.282
15 C -3.461 -1.643 1.164
16 C -4.746 -1.112 1.193
17 C -5.812 -1.871 1.649
18 C -5.598 -3.177 2.065
19 C -4.326 -3.716 2.016
20 C -3.241 -2.960 1.568
21 S -1.649 -3.707 1.492
22 H -1.634 1.116 0.471
23 H -2.568 0.751 1.931
24 H -3.382 0.957 0.358
25 H -3.000 -0.394 -1.348
26 H -2.653 -2.098 -1.073
27 H -0.519 0.106 -1.227
28 H -0.982 -0.989 -2.543
29 H -0.122 -3.166 -2.575
30 H -1.265 -3.563 -1.252
31 H 0.442 -3.948 -1.076
32 H 1.133 -0.679 -3.092
33 H 3.530 -0.569 -3.605
34 H 5.186 -1.483 -2.008
35 H 4.422 -2.442 0.147
36 H -4.937 -0.103 0.862
37 H -6.803 -1.440 1.672
38 H -6.423 -3.776 2.427
39 H -4.145 -4.737 2.324
40 S -0.209 -1.863 3.745
41 C 0.945 -0.642 4.171
42 C 1.534 -0.714 5.479
43 N 2.004 -0.792 6.525
44 C 1.240 0.378 3.327
45 S 0.486 0.503 1.775
46 C 2.114 1.463 3.673
47 N 2.805 2.360 3.872
48 Cl 3.200 1.265 0.160
49 C 4.896 1.463 0.601
50 Cl 5.895 1.970 -0.777
51 H 5.268 0.507 0.951
52 H 4.962 2.224 1.370
53 C -1.833 3.389 -2.412
54 O -0.666 3.907 -1.789
55 P 0.412 2.816 -1.187
56 O 1.153 2.288 -2.518
57 C 1.933 3.157 -3.352
58 O 1.490 3.897 -0.674
59 C 1.294 4.505 0.604
60 H -2.117 4.069 -3.213
61 H -2.655 3.321 -1.696
62 H -1.659 2.401 -2.849
63 H 2.957 3.185 -2.982
64 H 1.522 4.165 -3.360
65 H 1.912 2.741 -4.356
66 H 2.192 4.353 1.200
67 H 0.446 4.065 1.134
68 H 1.113 5.569 0.462

HOMO level (spin up / spin down): -7.8 / -8.1 eV
Frontier orbital gap (spin up / spin down): 6.3 / 7.2 eV
Expectation value of S²: 2.0420
Molar mass: 747.61 g/mol
Strongest force on any atom: 0.240 eV/Å
LUMO (spin up / spin down): -1.48 / -0.97 eV
Multiplicity: 3

[3]
ORCA calculation (ωB97M-V with the def2-TZVPD basis set) on a molecular structure, C35H27Br2N8O3Tl.

Geometry (Å):
1 Tl -1.197 -0.233 0.025
2 O -1.047 -2.680 -3.998
3 C 0.132 -2.336 -4.575
4 C 0.523 -2.914 -5.780
5 C 1.763 -2.634 -6.338
6 C 2.633 -1.794 -5.669
7 C 2.231 -1.211 -4.469
8 C 0.977 -1.429 -3.913
9 C 0.494 -0.798 -2.593
10 O -0.707 -0.244 -2.641
11 N 1.567 0.221 -2.198
12 N 1.601 0.601 -0.949
13 C 2.128 1.740 -0.648
14 C 2.181 2.285 0.679
15 Br 1.075 1.461 2.015
16 C 2.856 3.376 1.081
17 C 3.935 4.073 0.386
18 C 4.242 5.389 0.762
19 C 5.312 6.071 0.210
20 C 6.121 5.458 -0.740
21 C 5.832 4.157 -1.128
22 C 4.758 3.475 -0.578
23 H -1.498 -3.310 -4.566
24 H -0.152 -3.610 -6.273
25 H 2.040 -3.082 -7.286
26 H 3.619 -1.595 -6.071
27 H 2.928 -0.575 -3.938
28 H 0.629 -1.584 -1.827
29 H 1.686 0.963 -2.888
30 H 2.535 2.375 -1.438
31 H 2.596 3.778 2.053
32 H 3.610 5.878 1.495
33 H 5.519 7.088 0.522
34 H 6.969 5.984 -1.161
35 H 6.462 3.664 -1.859
36 H 4.573 2.449 -0.868
37 N -3.283 -0.507 3.867
38 C -1.945 -0.771 4.119
39 C -1.430 -0.334 5.353
40 C -0.121 -0.628 5.664
41 C 0.644 -1.348 4.753
42 C 0.045 -1.722 3.563
43 N -1.219 -1.443 3.245
44 C -4.123 -0.731 2.780
45 C -5.493 -0.510 3.018
46 C -6.389 -0.695 1.992
47 C -5.918 -1.078 0.744
48 C -4.554 -1.246 0.605
49 N -3.673 -1.100 1.592
50 H -3.739 -0.028 4.621
51 H -2.055 0.226 6.039
52 H 0.300 -0.296 6.605
53 H 1.678 -1.597 4.948
54 H 0.591 -2.276 2.807
55 H -5.829 -0.184 3.995
56 H -7.448 -0.535 2.161
57 H -6.584 -1.218 -0.096
58 H -4.124 -1.505 -0.359
59 Br 0.006 -7.701 -0.126
60 C -0.231 -5.780 -0.083
61 C -1.507 -5.261 0.020
62 C -1.654 -3.872 0.032
63 C -0.586 -2.965 -0.048
64 C 0.675 -3.579 -0.139
65 C 0.879 -4.962 -0.159
66 H -2.365 -5.920 0.092
67 H -2.672 -3.491 0.126
68 H 1.572 -2.959 -0.205
69 H 1.874 -5.385 -0.240
70 O -2.967 2.227 1.106
71 N -2.208 3.096 0.653
72 C -2.723 4.325 0.510
73 C -4.060 4.691 0.853
74 N -5.141 4.988 1.129
75 C -1.887 5.366 0.008
76 N -1.260 6.253 -0.384

HOMO level: -1.4 eV
Net charge: -2
Frontier orbital gap: 5.4 eV
Energy relative to the best compared isomer or geometry (same formula, charge and spin): 25.18 kcal/mol
Molar mass: 971.84 g/mol
Strongest force on any atom: 0.804 eV/Å
LUMO: 3.97 eV
Multiplicity: 1

[4]
ORCA calculation (ωB97M-V with the def2-TZVPD basis set) on a molecular structure, C21H33FO12V at a distorted geometry.

Geometry (Å):
1 O -0.282 0.201 1.033
2 V 0.679 -0.920 0.529
3 F 0.685 0.102 -1.334
4 C 0.638 -3.078 3.075
5 O 0.853 -1.886 2.421
6 H 1.223 -3.910 2.652
7 H 0.906 -3.053 4.144
8 H -0.429 -3.352 3.071
9 O -4.027 3.852 -0.031
10 C -2.866 3.980 0.251
11 O -2.078 2.922 0.497
12 C -0.698 3.350 0.652
13 C -0.679 4.774 0.063
14 C -2.094 5.270 0.337
15 H -0.028 2.695 0.108
16 H -0.494 3.371 1.723
17 H -0.524 4.712 -1.015
18 H 0.084 5.394 0.534
19 H -2.467 6.030 -0.341
20 H -2.205 5.677 1.346
21 O -3.130 -0.747 1.168
22 C -4.171 -0.348 0.746
23 O -4.668 -0.759 -0.454
24 C -5.814 -0.005 -0.831
25 C -5.846 1.225 0.087
26 C -5.129 0.668 1.357
27 H -6.706 -0.592 -0.591
28 H -5.726 0.281 -1.875
29 H -6.834 1.649 0.232
30 H -5.182 1.982 -0.330
31 H -5.822 0.201 2.055
32 H -4.618 1.502 1.828
33 O -0.687 -2.386 -0.415
34 C -1.210 -3.211 -1.102
35 O -0.519 -4.163 -1.728
36 C -1.411 -4.993 -2.501
37 C -2.572 -4.053 -2.814
38 C -2.668 -3.269 -1.500
39 H -1.687 -5.889 -1.945
40 H -0.872 -5.311 -3.391
41 H -3.498 -4.579 -3.051
42 H -2.342 -3.431 -3.677
43 H -3.243 -3.838 -0.769
44 H -3.131 -2.299 -1.640
45 O 2.194 -2.121 -0.476
46 C 3.351 -2.143 -0.801
47 O 4.051 -3.283 -0.713
48 C 5.293 -3.138 -1.408
49 C 5.556 -1.622 -1.433
50 C 4.161 -1.046 -1.468
51 H 5.227 -3.544 -2.420
52 H 6.108 -3.665 -0.916
53 H 6.232 -1.378 -2.252
54 H 6.100 -1.367 -0.522
55 H 3.735 -0.940 -2.466
56 H 4.098 -0.122 -0.906
57 O 2.545 0.251 1.128
58 C 3.024 1.338 1.305
59 O 2.301 2.432 1.071
60 C 3.069 3.645 1.178
61 C 4.413 3.183 1.793
62 C 4.467 1.702 1.537
63 H 2.575 4.330 1.860
64 H 3.193 4.062 0.183
65 H 4.442 3.403 2.860
66 H 5.249 3.756 1.388
67 H 4.972 1.119 2.304
68 H 4.934 1.384 0.598

HOMO level (spin up / spin down): -7.0 / -7.0 eV
Frontier orbital gap (spin up / spin down): 7.3 / 7.4 eV
Expectation value of S²: 0.7743
Energy relative to the best compared isomer or geometry (same formula, charge and spin): 21.28 kcal/mol
Molar mass: 547.43 g/mol
Strongest force on any atom: 2.273 eV/Å
LUMO (spin up / spin down): 0.36 / 0.36 eV
Multiplicity: 2

> The lowest molar mass belongs to which entry?

C21H33FO12V

> What is the multiplicity in the second record?

3